[1]
A structure of composition C5H9N2O2S, computed with wB97M-V/def2-TZVPD.

Geometry as XYZ:
```
19
Properties=species:S:1:pos:R:3:forces:R:3
C -1.50869 -1.41467 0.27125 -0.19 -0.04 0.29
C -0.98051 -2.26002 1.42454 -0.38 -0.19 0.22
C 0.38339 -1.77553 0.93027 0.35 -0.05 0.49
C 0.17493 0.88327 0.06917 -0.74 -3.44 -0.51
C -0.92064 1.70790 -0.48316 -0.14 0.13 0.12
N -0.21540 -1.16166 -0.22533 0.89 3.09 -0.71
N 1.43988 0.80439 -0.76567 0.26 0.10 0.00
O -2.55826 -0.97987 -0.07979 -0.19 0.05 -0.15
O 0.34720 0.82581 1.36389 0.12 0.22 0.16
S 1.26166 -0.49408 1.95946 0.00 0.20 -0.29
H -1.31058 -1.92003 2.40233 0.07 0.00 0.11
H -1.14853 -3.32934 1.32758 -0.03 -0.03 -0.03
H 1.16442 -2.50590 0.71601 -0.02 -0.01 0.06
H -0.81093 2.74764 -0.15847 0.12 -0.01 -0.05
H -1.88214 1.35185 -0.10655 0.14 -0.13 0.04
H -0.94899 1.64927 -1.56947 0.06 0.00 0.00
H 1.47468 1.55033 -1.47456 -0.01 -0.14 0.25
H 1.44371 -0.11529 -1.24244 -0.13 0.30 0.18
H 2.26919 0.86235 -0.15125 -0.20 -0.06 -0.18
```
Forces are in eV/Å.

Output
E_tot (hartree): -853.7488
Relative energy (zero: lowest compared OMol25 entry of this formula, charge and spin) (kcal/mol): 55.08
Charge: +1
Lowest unoccupied orbital energy (eV): -4.68
Molecular weight (g mol⁻¹): 161.21

***

[2]
The ion C5H9N2O2S with charge +1, computed with wB97M-V/def2-TZVPD.

Geometry as XYZ:
```
19
Properties=species:S:1:pos:R:3:forces:R:3
C 1.42850 -0.00718 -1.94637 -0.65 -0.21 0.55
C 1.58755 -1.51162 0.05318 0.54 -2.01 -0.13
C 0.15957 0.43713 -2.13280 -1.48 1.54 0.48
C 0.33798 -0.05799 1.78859 -1.33 -0.52 -2.10
C -2.21558 1.16134 -0.80920 -4.08 2.50 1.35
N 1.70857 -0.98779 -1.10891 0.49 -0.69 1.41
N 1.19280 -1.11763 1.28956 0.44 -0.32 2.36
O -0.17161 0.68017 0.59742 0.11 0.00 0.13
O -0.70609 -0.64150 2.49792 -0.42 0.45 2.16
S -0.92359 0.04955 -0.82691 1.78 -1.50 1.71
H 2.24818 0.40159 -2.51195 0.21 -0.01 -0.27
H 1.87422 -2.60893 0.18677 -0.04 1.42 -0.79
H -0.17255 1.24799 -2.78883 0.45 -0.34 0.25
H 0.95074 0.65717 2.29430 -0.15 0.78 0.53
H -3.21690 0.75389 -0.40375 1.82 -0.42 -0.62
H -2.54860 1.59847 -1.75260 0.72 -0.17 -0.26
H -2.12288 2.01248 -0.05554 0.86 -1.01 -1.16
H 1.54999 -1.67162 2.13546 -0.75 0.59 -2.22
H -0.96028 -0.39551 3.49368 1.47 -0.09 -3.40
```
Forces are in eV/Å.

Output
E_tot (hartree): -853.7234
Relative energy (zero: lowest compared OMol25 entry of this formula, charge and spin) (kcal/mol): 71.01
Charge: +1
Lowest unoccupied orbital energy (alpha / beta) (eV): -4.22 / -4.22
Molecular weight (g mol⁻¹): 161.21

***

[3]
A cluster of 2 separate species, C5H9N2O3S2 in total, computed with wB97M-V/def2-TZVPD.

Geometry as XYZ:
```
21
Properties=species:S:1:pos:R:3:forces:R:3
C 2.16406 -2.85613 1.63195 0.12 1.55 -0.75
C 2.08451 -1.77154 1.14258 0.20 -0.80 0.78
C -0.47788 -0.79122 -0.53925 -1.15 -4.21 -1.75
C -1.59374 0.91623 0.81318 0.19 -0.35 -2.21
C -0.24310 0.12065 0.61353 -1.11 0.05 0.35
N -0.02126 -0.46266 -1.72640 1.13 3.29 -0.99
N 0.93214 0.89425 0.40940 0.83 1.43 0.37
O 1.20503 1.95686 -2.03736 3.11 -2.85 2.05
O -1.05979 -1.92960 -0.47748 0.50 1.64 1.13
O 0.08425 3.24092 -0.18994 -1.29 1.05 0.19
S -2.98613 -0.21634 1.02033 -0.76 -0.30 0.82
S 1.19574 2.31524 -0.16411 0.92 -1.98 -0.22
H 1.97247 -3.83824 1.73075 -0.10 -2.77 0.72
H 0.61093 2.53434 -2.37433 -3.03 3.07 -1.62
H 1.85333 -0.79663 0.88960 0.33 1.78 -0.70
H -1.51421 1.59734 1.63540 0.02 0.34 0.39
H -1.87136 1.47822 -0.14911 0.98 -0.49 1.54
H -0.04930 -0.61667 1.43817 -0.55 0.98 -0.18
H 0.46955 0.54910 -1.76763 -0.88 -2.22 -0.96
H -0.41077 -0.95805 -2.54553 0.61 0.47 1.05
H -2.34446 -1.36608 0.64626 -0.09 0.33 -0.01
```
Forces are in eV/Å.

Output
E_tot (hartree): -1327.4703
Relative energy (zero: lowest compared OMol25 entry of this formula, charge and spin) (kcal/mol): 33.56
Charge: -1
Lowest unoccupied orbital energy (eV): 3.33
Molecular weight (g mol⁻¹): 209.27

***

[4]
The ion C5H9N2OS with charge +1, computed with wB97M-V/def2-TZVPD.

Geometry as XYZ:
```
18
Properties=species:S:1:pos:R:3:forces:R:3
C -2.74607 0.68676 0.23965 2.03 1.05 -1.38
S -1.37111 -0.17130 1.02887 -0.25 -0.14 -0.10
C -0.24432 -0.29674 -0.44908 0.20 4.33 1.64
O -0.90601 -0.49278 -1.60013 -0.33 -0.38 -0.93
C 0.62205 1.07674 -0.44656 0.57 -2.14 -0.13
C 1.84407 1.10655 0.12418 1.23 -0.17 -1.82
N 2.51307 -0.16815 0.51476 -1.68 0.97 0.98
C 1.77089 -1.24945 0.56989 -0.51 0.58 -1.75
N 0.60355 -1.35168 -0.08542 1.76 -2.54 2.20
H -3.41058 1.06966 0.96000 -0.72 0.40 0.93
H -3.23182 0.04247 -0.45097 -0.63 -0.49 -0.40
H -2.27305 1.52653 -0.34952 -0.81 -0.68 0.70
H -1.56282 -1.20257 -1.46918 0.20 0.29 -0.23
H 0.29434 1.94250 -1.02829 -0.30 -0.33 0.57
H 2.54979 1.98058 -0.03968 -1.05 -1.29 0.69
H 3.31470 -0.22724 1.13838 0.02 0.72 -0.37
H 2.16585 -2.12052 1.05787 0.02 -0.32 0.08
H 0.06745 -2.15137 0.28524 0.27 0.14 -0.66
```
Forces are in eV/Å.

Output
SMILES string: CS[C@@]1(O)C=CNC=[NH+]1
E_tot (hartree): -778.5751
Relative energy (zero: lowest compared OMol25 entry of this formula, charge and spin) (kcal/mol): 33.72
Charge: +1
Lowest unoccupied orbital energy (eV): -4.30
Molecular weight (g mol⁻¹): 145.21

***

[5]
The molecule C5H9N3, computed with wB97M-V/def2-TZVPD.

Geometry as XYZ:
```
17
Properties=species:S:1:pos:R:3:forces:R:3
H 2.16678 -0.89562 -0.42596 -0.68 -0.23 -1.23
N 1.29085 -0.78619 -1.00458 1.21 0.38 0.79
C 0.52354 -0.15181 -0.20921 1.91 -1.12 0.34
C -0.79792 0.28639 -0.44593 -2.15 -0.60 1.59
C -1.24986 0.62272 -1.65938 -0.87 -0.34 1.80
N -2.43386 1.21674 -1.94723 1.04 -0.96 -1.18
N 0.91732 0.12978 1.13478 1.11 1.47 -2.34
C 0.23432 -0.50846 2.10799 0.72 -1.48 3.26
C 1.77730 -0.70990 1.95244 -0.31 -0.24 -0.70
H -1.41488 -0.00804 0.46515 0.15 1.65 -1.27
H -0.67030 0.21463 -2.42799 0.95 0.37 -1.69
H -2.66161 1.20280 -2.92115 -0.61 0.45 0.08
H -2.97840 1.66900 -1.26112 -0.55 0.29 0.44
H -0.21976 -1.43505 1.84127 -0.75 -0.68 -0.17
H -0.22170 -0.02307 2.96500 0.13 0.34 -0.11
H 2.60128 -0.14254 2.42909 -0.96 -0.52 0.11
H 2.05407 -1.73818 1.57950 -0.33 1.23 0.28
```
Forces are in eV/Å.

Output
SMILES string: [H]/N=C(/C=C/N)N1CC1
E_tot (hartree): -360.0801
Relative energy (zero: lowest compared OMol25 entry of this formula, charge and spin) (kcal/mol): 73.50
Lowest unoccupied orbital energy (eV): 1.02
Molecular weight (g mol⁻¹): 111.15

***

[6]
A structure of composition C5H9N3, computed with wB97M-V/def2-TZVPD.

Geometry as XYZ:
```
17
Properties=species:S:1:pos:R:3:forces:R:3
C -1.45288 0.00239 0.38144 0.33 2.15 2.90
C -0.86186 1.48519 -0.13842 -0.50 -1.12 0.16
C 0.53414 0.93696 0.26723 0.47 0.90 -0.14
C 2.05552 -0.50300 -0.19987 0.33 0.46 1.13
C -0.05838 -0.38057 0.05023 -0.31 -0.97 -1.63
H -3.41124 -0.52123 -0.36680 1.84 -0.10 0.78
H -2.07752 -0.97970 -1.19624 -0.27 -0.22 0.36
H -1.61616 0.14001 1.51236 0.02 -0.46 -1.61
H -1.09622 1.56510 -1.16523 0.23 0.00 -1.37
H -1.20834 2.36999 0.31976 -0.40 0.87 0.88
H 0.69185 1.19750 1.33820 -0.19 -0.38 -0.48
H 2.97012 -1.04013 -0.42031 0.06 0.03 -0.09
H 1.00508 -2.17905 0.01224 -0.45 -0.68 -0.04
H -0.11040 -0.54052 -1.06479 -0.36 0.82 0.27
N -2.40748 -0.84120 -0.23410 -1.94 0.16 -1.68
N 1.94165 0.77554 -0.32354 -1.61 -0.85 0.14
N 0.97349 -1.25688 0.39581 2.74 -0.62 0.42
```
Forces are in eV/Å.

Output
E_tot (hartree): -360.0761
Relative energy (zero: lowest compared OMol25 entry of this formula, charge and spin) (kcal/mol): 76.01
Lowest unoccupied orbital energy (eV): 1.00
Molecular weight (g mol⁻¹): 111.15

***

[7]
A cluster of 2 separate species, C5H9N3 in total, computed with wB97M-V/def2-TZVPD.

Geometry as XYZ:
```
17
Properties=species:S:1:pos:R:3:forces:R:3
C 2.47794 -0.76782 -0.05410 -0.47 0.56 -0.73
C 1.11136 1.73889 -0.72462 0.39 -0.12 -0.52
C -1.89876 0.35452 0.67312 -1.44 0.35 0.78
C 1.81995 0.04312 0.83914 -1.07 2.22 3.42
C -1.56354 -1.70361 -0.63210 -0.36 -0.26 2.51
N 2.91511 -1.37307 -0.93437 0.43 -0.44 -0.33
N 1.20241 1.27596 0.51345 1.48 -2.84 -3.21
N -1.65070 -0.89353 0.61095 -0.41 1.41 -1.18
H 0.37360 2.49391 -1.03727 0.64 -0.28 0.71
H 1.74472 1.25999 -1.51178 -0.78 0.36 0.94
H -2.30900 0.69182 1.64929 0.97 -0.18 0.00
H -2.05039 1.25338 -0.01590 0.54 -1.76 -0.44
H 1.84081 -0.16003 1.94359 0.04 0.21 -1.49
H -2.32936 -2.44772 -0.35017 0.21 0.04 -0.87
H -1.72191 -1.28195 -1.59980 -0.18 0.74 -0.52
H -0.62902 -2.22269 -0.56540 0.63 -0.31 -0.28
H 0.66677 1.73884 1.19599 -0.62 0.30 1.20
```
Forces are in eV/Å.

Output
E_tot (hartree): -360.0294
Relative energy (zero: lowest compared OMol25 entry of this formula, charge and spin) (kcal/mol): 105.37
Lowest unoccupied orbital energy (alpha / beta) (eV): -0.01 / 0.05
Molecular weight (g mol⁻¹): 111.15

***

[8]
The molecule C5H9N3, computed with wB97M-V/def2-TZVPD.

Geometry as XYZ:
```
17
Properties=species:S:1:pos:R:3:forces:R:3
H 3.91595 0.08883 0.03539 -3.46 -1.76 -0.64
N 2.90371 -0.46395 -0.13675 1.71 3.96 1.44
C 1.93126 0.41582 -0.02015 2.30 -2.69 -1.57
N 0.62781 -0.09458 -0.26954 -0.15 4.70 3.60
C 0.04515 -1.27639 0.30501 -0.34 -3.75 -2.98
C -1.41942 -1.10332 -0.34989 1.58 -1.13 0.76
C -1.61715 0.33001 -0.02174 -1.35 2.05 -1.31
C -0.32758 1.03994 0.09249 1.87 -2.52 -4.53
N 0.02765 2.23898 -0.04561 -0.58 -0.06 0.89
H -0.84737 2.73695 -0.01180 -0.23 0.96 0.08
H 1.98384 1.54829 0.00482 0.06 -1.57 0.26
H -0.21908 -1.49958 1.35397 1.32 0.89 0.21
H 0.69726 -2.17913 -0.18176 -1.93 1.85 1.51
H -1.20972 -1.29655 -1.42286 -1.27 -0.33 0.60
H -2.24721 -1.53091 0.33173 1.28 -0.81 -2.19
H -2.41702 0.86250 -0.63664 1.00 -0.50 1.19
H -1.82809 0.18309 0.97330 -1.83 0.69 2.68
```
Forces are in eV/Å.

Output
SMILES string: [H]/N=C/N1CCC/C1=N\[H]
E_tot (hartree): -360.0739
Relative energy (zero: lowest compared OMol25 entry of this formula, charge and spin) (kcal/mol): 77.44
Lowest unoccupied orbital energy (eV): 0.84
Molecular weight (g mol⁻¹): 111.15

***

[9]
The molecule C5H9N3, computed with wB97M-V/def2-TZVPD.

Geometry as XYZ:
```
17
Properties=species:S:1:pos:R:3:forces:R:3
C 2.28526 0.19264 -0.49778 -0.62 -0.70 -0.42
C 1.07617 -0.11494 0.53959 2.53 0.94 3.52
N 0.39676 -1.27396 0.18287 0.33 -7.70 -1.64
N -0.90817 -1.67040 -0.15187 -2.66 4.11 1.88
C -1.80341 -0.60912 -0.19722 4.03 -0.61 -0.77
C -0.95130 0.61826 -0.45660 1.17 -0.23 -2.66
N -0.57197 2.05553 -0.11103 1.30 -4.18 -0.33
C -0.05622 0.81123 0.70558 -4.04 1.48 -0.25
H 1.63244 0.93348 -1.16799 2.38 -1.47 0.67
H 3.27061 0.63602 -0.03571 -2.27 -0.53 -0.89
H 2.63367 -0.88104 -1.10064 -1.35 3.31 1.73
H 1.29653 -0.27310 1.71493 0.99 0.20 -2.53
H 0.98118 -2.23039 0.32335 -1.95 3.26 -0.53
H -2.86273 -0.50633 -0.18742 -0.68 -1.40 -0.31
H -0.43571 0.31972 -1.43844 -0.33 0.85 1.39
H -1.34342 2.35054 0.38608 -1.75 1.53 1.81
H -0.89199 0.48458 1.50457 2.92 1.12 -0.69
```
Forces are in eV/Å.

Output
SMILES string: C[C@@H]1NN=C[C@H]2N[C@H]12
E_tot (hartree): -359.9087
Relative energy (zero: lowest compared OMol25 entry of this formula, charge and spin) (kcal/mol): 181.06
Lowest unoccupied orbital energy (eV): 0.97
Molecular weight (g mol⁻¹): 111.15

***

[10]
A cluster of 2 separate species, C5H9N3 in total, computed with wB97M-V/def2-TZVPD.

Geometry as XYZ:
```
17
Properties=species:S:1:pos:R:3:forces:R:3
C -2.00648 -0.44061 0.26990 -0.10 -0.30 -0.05
C 0.54646 1.95670 -0.17083 -0.68 2.09 0.69
C 0.52307 -0.39849 0.04807 2.03 -2.15 -0.40
C -0.79485 -0.63043 -0.59417 -0.41 1.18 -0.15
N 1.53133 -0.00371 -0.89134 -0.47 -0.79 0.83
C 0.80627 -0.83093 1.29720 -0.49 1.12 -0.68
N 1.18008 2.63254 0.57166 0.26 -0.44 -0.56
N -0.78935 -0.78490 -1.85294 0.25 -0.18 -0.06
H 2.48382 -0.25986 -0.66271 -0.31 -0.18 -0.08
H 1.21949 -0.21625 -1.83531 0.23 0.03 0.14
H 2.10501 2.79397 0.92920 -0.18 0.06 0.07
H -1.71039 -0.86174 -2.26854 -0.23 -0.07 0.20
H -2.04042 -1.20212 1.05004 -0.10 0.04 0.04
H -1.96166 0.53887 0.74652 0.07 -0.02 0.01
H -2.91546 -0.49436 -0.32790 0.00 -0.09 0.03
H 0.01830 -1.06065 1.99692 -0.03 -0.20 -0.05
H 1.80478 -0.73804 1.69425 0.16 -0.10 0.03
```
Forces are in eV/Å.

Output
E_tot (hartree): -360.0856
Relative energy (zero: lowest compared OMol25 entry of this formula, charge and spin) (kcal/mol): 70.05
Lowest unoccupied orbital energy (eV): 0.84
Molecular weight (g mol⁻¹): 111.15